1.
C22H28ClF10N3O11S | ωB97M-V with the def2-TZVPD basis set

Calculated values
- Kohn-Sham gap: 0.136 hartree
- Total charge: 0
- Lowest unoccupied orbital energy: -3.46 eV
- Calculated total energy: -100764.4434 eV
- HOMO level: -0.263 hartree
- Spin multiplicity: 1

Element x y z (Å)
Cl1 -4.286 7.912 -1.114
S1 -0.126 2.401 -3.249
F1 -2.863 4.790 -2.592
F2 -1.644 4.104 0.236
F3 -3.565 2.634 -2.501
F4 4.253 -2.945 -3.862
F5 -0.038 4.836 -2.108
F6 -4.009 4.023 -0.760
F7 0.749 3.114 -0.843
F8 1.519 -3.996 -2.533
F9 -1.738 1.939 -0.471
F10 3.314 -4.675 -1.017
O1 -0.585 3.204 -4.441
O2 0.231 -0.601 -4.298
O3 -5.035 6.978 -1.930
O4 -4.301 7.468 0.265
O5 -2.723 -2.549 2.327
O6 1.344 2.147 -3.427
O7 -3.415 -0.147 -1.759
O8 -1.083 1.022 -3.191
O9 -4.169 -0.169 -0.625
O10 -2.916 7.972 -1.585
O11 -4.887 9.225 -1.207
N1 0.087 -2.280 0.926
N2 2.523 -1.822 1.109
N3 0.186 -2.909 2.149
C1 -2.567 -2.808 0.905
C2 3.637 -2.740 -2.567
C3 -2.727 -1.409 -1.954
C4 2.843 -3.812 -2.038
C5 -1.223 -2.206 0.281
C6 2.594 2.362 3.046
C7 1.294 -1.017 -1.084
C8 -3.729 -1.515 2.543
C9 3.434 -0.210 2.959
C10 -1.679 3.290 -0.937
C11 1.296 -1.705 0.311
C12 2.559 -0.391 -1.826
C13 -0.083 -0.909 -1.813
C14 2.976 -0.430 1.439
C15 -0.310 3.505 -1.747
C16 3.870 -1.317 -1.838
C17 0.214 -5.043 3.450
C18 -3.013 3.695 -1.735
C19 -1.347 -1.525 -1.138
C20 3.871 1.363 3.073
C21 -0.277 -0.183 -3.242
C22 0.638 -4.328 2.043
H1 -4.059 0.748 -0.252
H2 0.008 -4.873 1.240
H3 -4.753 -1.997 2.389
H4 1.965 2.276 4.008
H5 -3.556 -1.090 3.588
H6 0.722 -2.363 2.837
H7 3.000 3.442 2.949
H8 -0.263 -4.277 4.176
H9 4.394 -0.802 3.206
H10 -0.584 -5.854 3.293
H11 2.863 0.593 -1.294
H12 4.390 -1.425 -0.817
H13 -3.490 -2.234 -1.673
H14 2.361 -0.086 -2.919
H15 3.248 -2.384 0.644
H16 -2.576 -3.940 0.661
H17 1.749 -4.462 1.810
H18 3.808 -0.054 0.750
H19 4.643 -0.773 -2.508
H20 4.447 1.584 2.091
H21 4.566 1.567 3.955
H22 1.129 -5.458 3.997
H23 -3.528 -2.395 0.410
H24 2.063 0.260 1.257
H25 -2.588 -1.519 -3.097
H26 2.613 -0.357 3.738
H27 -3.577 -0.676 1.782
H28 1.910 2.205 2.145

Cartesian forces (eV/Å) of the 3 atoms listed first:
Cl -0.2 0.3 0.0
S 3.2 3.0 -7.8
F 0.2 -3.1 2.5

***

2.
C4H7P | ωB97M-V with the def2-TZVPD basis set

Calculated values
- Kohn-Sham gap: 0.332 hartree
- SMILES string: [H]/P=C/C1CC1
- Total charge: 0
- Lowest unoccupied orbital energy: 0.40 eV
- Calculated total energy: -13547.3185 eV
- Energy relative to the best compared isomer or geometry (same formula, charge and spin): 45.1 kcal per mole
- HOMO level: -0.318 hartree
- Spin multiplicity: 1

Element x y z (Å)
P1 -2.996 -0.003 -0.208
C1 1.053 -0.777 -0.057
C2 -0.270 -0.178 -0.557
C3 -1.433 0.037 0.411
C4 1.140 0.646 -0.460
H1 -0.613 -0.471 -1.564
H2 1.090 1.467 0.209
H3 1.165 -1.104 0.987
H4 1.655 0.715 -1.573
H5 -1.059 0.265 1.450
H6 -3.705 0.159 1.161
H7 1.446 -1.497 -0.748

Cartesian forces (eV/Å) of the 3 atoms listed first:
P -0.3 0.1 2.5
C -0.8 -0.3 0.6
C 0.5 0.4 0.6

***

3.
C34H35N6O6S2Ti | ωB97M-V with the def2-TZVPD basis set

Calculated values
- Kohn-Sham gap (spin up / spin down): 0.265 / 0.258 hartree
- Total charge: +2
- Lowest unoccupied orbital energy (spin up / spin down): -5.92 / -6.12 eV
- Calculated total energy: -101825.4371 eV
- Energy relative to the best compared isomer or geometry (same formula, charge and spin): 11.5 kcal per mole
- HOMO level (spin up / spin down): -0.483 / -0.483 hartree
- Spin multiplicity: 2

Element x y z (Å)
Ti1 -0.051 -0.021 0.612
S1 -0.462 0.337 -3.010
S2 2.125 -0.737 -0.634
O1 0.757 0.870 -3.649
O2 -2.395 -1.748 3.493
O3 1.286 1.303 1.904
O4 -1.258 1.876 0.305
O5 -0.792 -1.043 -3.340
O6 -1.232 0.687 2.888
N1 3.270 -0.982 -3.002
N2 3.443 1.126 -2.314
N3 -0.441 0.623 -1.345
N4 0.519 -1.713 1.937
N5 2.129 2.540 -0.865
N6 -1.485 -1.457 0.170
C1 -0.632 1.977 3.185
C2 1.660 3.734 -0.547
C3 0.020 -5.252 1.044
C4 -1.518 -3.861 -0.295
C5 -2.650 -1.337 -0.472
C6 -3.255 -0.660 3.248
C7 -2.554 -3.638 -1.237
C8 0.842 1.797 3.209
C9 1.332 -1.800 2.993
C10 4.218 -0.356 -3.807
C11 2.990 4.849 -2.185
C12 -3.146 -2.385 -1.251
C13 -0.897 -5.117 0.029
C14 0.488 -4.156 1.825
C15 3.050 2.427 -1.854
C16 -2.428 1.765 -4.456
C17 -1.224 1.635 -0.993
C18 -2.552 -2.152 4.858
C19 2.728 1.449 1.953
C20 -2.549 0.666 3.548
C21 3.568 3.602 -2.476
C22 4.299 0.931 -3.468
C23 1.430 -4.243 2.882
C24 2.869 -2.388 -3.200
C25 -1.822 1.466 -3.245
C26 1.835 -3.012 3.469
C27 -0.985 -2.741 0.398
C28 2.880 -0.140 -2.009
C29 -3.900 3.303 -3.255
C30 -3.231 3.019 -2.076
C31 0.015 -2.877 1.385
C32 -3.485 2.701 -4.445
C33 2.062 4.920 -1.148
C34 -2.095 2.190 -2.067
H1 -2.436 -1.263 5.514
H2 -3.148 1.486 3.177
H3 1.763 -2.475 -3.143
H4 0.903 3.727 0.245
H5 -2.930 -4.465 -1.814
H6 -3.972 2.908 -5.402
H7 1.139 1.047 3.994
H8 2.536 -3.034 4.291
H9 3.233 -2.758 -4.170
H10 -0.977 2.686 2.406
H11 1.723 -5.189 3.249
H12 -1.755 -2.878 5.052
H13 3.257 5.734 -2.742
H14 -4.051 -2.154 -1.830
H15 -4.166 -0.728 3.848
H16 4.882 1.734 -3.901
H17 -2.123 1.266 -5.370
H18 3.166 0.989 1.047
H19 4.703 -1.007 -4.542
H20 -1.213 -6.001 -0.533
H21 2.960 2.536 1.985
H22 0.366 -6.248 1.276
H23 -1.015 2.307 4.153
H24 1.540 -0.902 3.533
H25 -4.705 4.020 -3.169
H26 -2.374 0.812 4.619
H27 -3.521 -0.709 2.175
H28 3.082 0.978 2.864
H29 -3.186 -0.394 -0.354
H30 -3.551 3.524 -1.185
H31 3.311 -2.992 -2.373
H32 1.591 5.842 -0.812
H33 4.363 3.478 -3.204
H34 -3.530 -2.585 5.032
H35 1.355 2.729 3.394

Cartesian forces (eV/Å) of the 3 atoms listed first:
Ti 0.6 2.0 1.2
S 1.5 0.0 -1.2
S -0.6 -0.9 1.3

***

4.
C12H27FN2O12P4 | ωB97M-V with the def2-TZVPD basis set

Calculated values
- Kohn-Sham gap: 0.271 hartree
- SMILES string: C[C@H](F)[C@H](C#N)C(C#N)(P(O)O)P(O)O.COP(=O)(OC)OC.COP(=O)(OC)OC
- Total charge: 0
- Lowest unoccupied orbital energy: -1.07 eV
- Calculated total energy: -80305.7708 eV
- HOMO level: -0.310 hartree
- Spin multiplicity: 1

Element x y z (Å)
P1 -3.434 -5.180 -1.409
P2 5.470 2.279 0.272
P3 -0.893 0.878 1.664
P4 -4.645 -2.561 -2.554
F1 -1.059 -3.999 0.199
O1 -5.577 -3.824 -2.975
O2 -5.639 -1.710 -1.568
O3 -0.260 2.323 2.074
O4 -4.951 -5.559 -0.961
O5 6.519 1.897 -0.912
O6 5.511 3.859 -0.125
O7 -1.860 1.544 0.525
O8 -3.225 -5.514 -2.997
O9 6.205 1.977 1.507
O10 3.899 2.293 0.760
O11 -0.415 0.141 3.077
O12 -0.008 0.111 0.748
N1 -1.922 -0.472 -2.807
N2 -3.660 -2.259 0.989
C1 4.646 4.843 0.406
C2 0.689 2.540 3.108
C3 -1.336 0.227 4.193
C4 -1.892 -2.863 -1.754
C5 -3.654 -2.811 -0.020
C6 2.906 2.080 -0.278
C7 -3.332 -3.293 -1.344
C8 -1.931 -1.523 -2.358
C9 0.563 -2.869 -1.077
C10 -2.721 2.649 0.877
C11 -0.883 -2.865 -0.596
C12 6.261 2.347 -2.258
H1 7.035 1.933 -2.899
H2 -3.383 2.385 1.700
H3 3.625 4.728 0.040
H4 4.989 5.815 0.053
H5 3.060 2.750 -1.130
H6 -6.100 -4.096 -2.202
H7 -1.653 1.258 4.379
H8 5.287 2.004 -2.607
H9 -1.535 -3.520 -2.550
H10 6.309 3.432 -2.317
H11 1.556 1.891 2.995
H12 -2.216 -0.387 3.998
H13 2.951 1.047 -0.621
H14 -3.319 2.894 0.003
H15 -5.378 -0.786 -1.680
H16 0.252 2.406 4.097
H17 1.929 2.267 0.160
H18 -0.820 -0.154 5.070
H19 1.090 -3.637 -0.513
H20 -4.928 -5.947 -0.080
H21 1.066 -1.928 -0.877
H22 -2.305 -5.795 -3.056
H23 4.652 4.832 1.495
H24 1.006 3.580 3.053
H25 -2.133 3.524 1.147
H26 0.649 -3.166 -2.123
H27 -1.060 -2.013 0.059

Cartesian forces (eV/Å) of the 3 atoms listed first:
P 2.5 -1.1 1.9
P 2.5 3.9 3.5
P 6.9 0.9 -2.9

***

5.
C27H40BrF16N2O2S | ωB97M-V with the def2-TZVPD basis set

Calculated values
- Kohn-Sham gap: 0.348 hartree
- Total charge: +1
- Lowest unoccupied orbital energy: -3.32 eV
- Calculated total energy: -160071.0053 eV
- HOMO level: -0.470 hartree
- Spin multiplicity: 1

Element x y z (Å)
Br1 -5.728 -1.198 -0.664
S1 -3.220 -0.502 1.742
F1 2.525 -1.885 6.530
F2 1.290 5.957 4.005
F3 3.577 5.715 2.437
F4 -0.354 -3.400 3.170
F5 1.531 8.611 4.390
F6 4.306 5.040 0.496
F7 3.246 -0.642 4.033
F8 0.640 -3.415 5.117
F9 1.855 4.295 -0.272
F10 -0.622 6.971 4.041
F11 4.385 -0.735 6.471
F12 0.652 -0.575 4.985
F13 -1.286 -1.559 4.865
F14 2.214 8.141 2.367
F15 2.043 6.429 0.157
F16 5.015 -1.889 4.080
O1 0.123 6.278 2.108
O2 3.076 -2.887 3.965
N1 -3.368 1.711 0.333
N2 -3.645 0.302 -1.904
C1 -3.943 -0.356 -3.258
C2 -1.488 -4.418 -2.899
C3 -2.568 -0.275 -1.025
C4 1.881 -2.759 3.224
C5 -2.566 0.513 0.355
C6 -4.946 0.476 -1.163
C7 3.011 -0.812 -3.898
C8 1.138 8.190 3.172
C9 0.978 -3.841 -2.521
C10 -2.655 -4.008 -3.787
C11 -0.226 -3.759 -3.425
C12 0.503 6.803 3.318
C13 -3.573 -2.900 -3.254
C14 -0.124 1.201 1.044
C15 -3.174 -1.549 -3.783
C16 0.693 5.104 1.564
C17 0.538 -2.730 3.967
C18 4.447 -1.119 -3.500
C19 -4.751 1.439 0.026
C20 1.985 5.216 0.735
C21 -0.112 -1.371 4.220
C22 2.153 -3.077 -3.130
C23 1.958 -1.588 -3.124
C24 3.322 4.891 1.410
C25 -1.231 0.883 0.706
C26 3.772 -1.851 6.027
C27 3.738 -1.811 4.496
H1 0.765 1.303 1.592
H2 1.972 -1.239 -2.100
H3 4.320 -2.733 6.366
H4 -3.429 -1.558 -4.829
H5 -3.021 2.354 -0.364
H6 -4.985 -0.604 -3.267
H7 3.332 3.856 1.766
H8 1.841 -3.679 2.644
H9 0.763 4.312 2.311
H10 -2.196 -3.636 -4.691
H11 -3.359 1.253 -2.113
H12 -5.266 2.346 -0.229
H13 4.930 -0.247 -3.097
H14 5.034 -1.445 -4.339
H15 -3.821 0.421 -3.991
H16 0.412 8.891 2.756
H17 -2.718 -1.315 -0.828
H18 2.802 0.236 -3.763
H19 1.002 -1.307 -3.540
H20 -1.637 -4.128 -1.871
H21 4.510 -1.868 -2.733
H22 -3.252 -4.866 -4.037
H23 1.271 -4.881 -2.508
H24 -5.266 1.020 0.870
H25 -3.607 -2.919 -2.177
H26 -4.565 -3.155 -3.584
H27 0.740 -3.483 -1.530
H28 -5.619 0.915 -1.870
H29 2.859 -1.010 -4.947
H30 -1.619 -0.092 -1.490
H31 -2.106 -1.433 -3.760
H32 0.071 -4.202 -4.363
H33 -0.417 -2.708 -3.586
H34 1.946 -1.948 2.500
H35 -0.321 -0.856 3.275
H36 -2.179 -1.309 1.914
H37 3.007 -3.318 -2.539
H38 2.279 -3.452 -4.133
H39 -1.340 -5.485 -2.931
H40 -0.058 4.770 0.850

Cartesian forces (eV/Å) of the 3 atoms listed first:
Br 0.0 -0.2 -0.1
S -0.6 0.1 0.3
F -0.1 0.1 -0.1

***

6.
C2H3N3OS2 | ωB97M-V with the def2-TZVPD basis set

Calculated values
- Kohn-Sham gap: 0.325 hartree
- SMILES string: Oc1nnc(S)n1S
- Total charge: 0
- Lowest unoccupied orbital energy: 0.07 eV
- Calculated total energy: -30309.2995 eV
- Energy relative to the best compared isomer or geometry (same formula, charge and spin): 19.6 kcal per mole
- HOMO level: -0.322 hartree
- Spin multiplicity: 1

Element x y z (Å)
S1 1.562 -0.264 1.258
S2 -0.918 -2.223 -0.278
O1 0.958 2.452 0.087
N1 -0.948 1.562 -1.049
N2 -1.457 0.280 -1.146
N3 0.288 0.214 0.178
C1 0.074 1.516 -0.261
C2 -0.726 -0.563 -0.469
H1 1.740 2.099 0.470
H2 -2.117 -2.276 -0.826
H3 1.128 0.247 2.474

Cartesian forces (eV/Å) of the 3 atoms listed first:
S -0.7 0.3 -0.1
S 0.6 -1.8 0.6
O -2.0 1.4 -1.0

***

Question: total charge of number 2 (C4H7P)?
Answer: 0

***

Question: Among the records above, which one has the highest calculated total energy?
Answer: C4H7P